DFT (ωB97M-V/def2-TZVPD) results for a cluster of 9 separate species, C36H45N9 in total.

Values from the calculation:
SMILES: c1cc[nH]c1.c1cc[nH]c1.c1cc[nH]c1.c1cc[nH]c1.c1cc[nH]c1.c1cc[nH]c1.c1cc[nH]c1.c1cc[nH]c1.c1cc[nH]c1
Total energy, eV: -51471.222

Last columns: bonded neighbours and bond lengths (Å).
Cartesian coordinates (Å):
1 N 22.0920 -18.0489 13.6419  C13 1.369, C38 1.371, H88 1.004
2 N 17.0342 -13.2653 14.2730  C21 1.366, C31 1.374, H80 1.004
3 N 16.5916 -19.1949 15.1226  C29 1.364, C42 1.368, H56 1.006
4 N 17.9062 -10.7181 19.0436  C24 1.366, C44 1.376, H76 1.004
5 N 20.6874 -15.6328 17.4253  C16 1.368, C23 1.362, H78 1.009
6 N 16.5083 -19.1681 20.2801  C17 1.366, C37 1.365, H63 1.010
7 N 19.1370 -19.7544 17.4598  C27 1.367, C34 1.369, H87 1.008
8 N 18.2666 -14.5982 22.6352  C32 1.365, C43 1.366, H84 1.005
9 N 24.0695 -15.9280 15.8443  C35 1.371, C39 1.360, H51 1.009
10 C 14.9558 -13.9535 14.5373  C31 1.367, C45 1.418, H55 1.077
11 C 14.7848 -18.5618 21.5304  C14 1.422, C17 1.373, H82 1.078
12 C 18.6267 -15.4985 18.1906  C16 1.373, C40 1.412, H70 1.079
13 C 21.8291 -18.4001 14.9385  N1 1.369, C26 1.370, H81 1.077
14 C 15.5128 -17.3953 21.1688  C11 1.422, C37 1.371, H79 1.078
15 C 20.4146 -14.6785 23.1211  C19 1.420, C43 1.371, H68 1.077
16 C 19.3720 -15.6630 17.0495  N5 1.368, C12 1.373, H74 1.077
17 C 15.4182 -19.6360 20.9570  N6 1.366, C11 1.373, H54 1.077
18 C 23.8421 -14.1666 17.1718  C33 1.420, C39 1.376, H83 1.076
19 C 19.8603 -15.9797 23.2486  C15 1.420, C32 1.374, H72 1.078
20 C 17.7103 -19.3396 13.2219  C22 1.420, C29 1.371, H57 1.077
21 C 16.2458 -12.1696 14.0652  N2 1.366, C45 1.371, H86 1.076
22 C 18.2325 -18.2619 13.9857  C20 1.420, C42 1.369, H71 1.078
23 C 20.7876 -15.4695 18.7733  N5 1.362, C40 1.377, H75 1.076
24 C 18.0208 -12.0524 18.7729  N4 1.366, C30 1.369, H52 1.078
25 C 19.3545 -21.0874 19.2100  C34 1.370, C41 1.428, H67 1.077
26 C 22.8437 -19.2189 15.3606  C13 1.370, C28 1.421, H73 1.078
27 C 19.4396 -18.9413 18.5160  N7 1.367, C41 1.368, H53 1.077
28 C 23.7420 -19.3806 14.2715  C26 1.421, C38 1.370, H46 1.077
29 C 16.7039 -19.9036 13.9621  N3 1.364, C20 1.371, H90 1.076
30 C 17.0692 -12.3722 17.8424  C24 1.369, C36 1.423, H47 1.077
31 C 16.2591 -14.3670 14.5439  N2 1.374, C10 1.367, H65 1.077
32 C 18.5117 -15.8892 23.0038  N8 1.365, C19 1.374, H89 1.076
33 C 23.2157 -13.8943 15.9267  C18 1.420, C35 1.370, H59 1.078
34 C 19.1019 -21.0616 17.8638  N7 1.369, C25 1.370, H64 1.076
35 C 23.3522 -15.0019 15.1318  N9 1.371, C33 1.370, H60 1.076
36 C 16.3367 -11.1855 17.5581  C30 1.423, C44 1.365, H48 1.077
37 C 16.5695 -17.8096 20.4003  N6 1.365, C14 1.371, H58 1.078
38 C 23.2524 -18.6465 13.2235  N1 1.371, C28 1.370, H69 1.076
39 C 24.3780 -15.4298 17.0711  N9 1.360, C18 1.376, H62 1.077
40 C 19.5112 -15.4042 19.2867  C12 1.412, C23 1.377, H50 1.079
41 C 19.5970 -19.7400 19.6154  C25 1.428, C27 1.368, H85 1.078
42 C 17.5212 -18.1919 15.1527  N3 1.368, C22 1.369, H49 1.078
43 C 19.4029 -13.8448 22.7202  N8 1.366, C15 1.371, H66 1.076
44 C 16.8980 -10.1728 18.2817  N4 1.376, C36 1.365, H77 1.076
45 C 14.9458 -12.5676 14.2394  C10 1.418, C21 1.371, H61 1.078
46 H 24.6620 -19.9410 14.2616  C28 1.077
47 H 16.7820 -13.3576 17.5179  C30 1.077
48 H 15.4844 -11.1165 16.9033  C36 1.077
49 H 17.5711 -17.5281 16.0002  C42 1.078
50 H 19.1988 -15.3724 20.3186  C40 1.079
51 H 24.2066 -16.8885 15.5685  N9 1.009
52 H 18.7747 -12.6620 19.2437  C24 1.078
53 H 19.4482 -17.8690 18.4187  C27 1.077
54 H 15.2350 -20.6849 21.1170  C17 1.077
55 H 14.0993 -14.5797 14.7246  C10 1.077
56 H 15.9608 -19.4215 15.8726  N3 1.006
57 H 17.9966 -19.6206 12.2227  C20 1.077
58 H 17.3443 -17.2746 19.8761  C37 1.078
59 H 22.7339 -12.9740 15.6378  C33 1.078
60 H 23.0550 -15.2037 14.1177  C35 1.076
61 H 14.0727 -11.9419 14.1534  C45 1.078
62 H 24.8971 -16.0121 17.8135  C39 1.077
63 H 17.2515 -19.7248 19.8829  N6 1.010
64 H 18.9026 -21.8496 17.1586  C34 1.076
65 H 16.7600 -15.3036 14.7223  C31 1.077
66 H 19.4073 -12.7902 22.5073  C43 1.076
67 H 19.3955 -21.9316 19.8772  C25 1.077
68 H 21.4313 -14.3869 23.3250  C15 1.077
69 H 23.6204 -18.5069 12.2218  C38 1.076
70 H 17.5502 -15.4249 18.2037  C12 1.079
71 H 19.0364 -17.6163 13.6716  C22 1.078
72 H 20.4043 -16.8598 23.5514  C19 1.078
73 H 22.9324 -19.6261 16.3544  C26 1.078
74 H 19.0556 -15.6751 16.0200  C16 1.077
75 H 21.7440 -15.5297 19.2626  C23 1.076
76 H 18.4985 -10.1576 19.6295  N4 1.004
77 H 16.6328 -9.1342 18.3793  C44 1.076
78 H 21.4921 -15.6508 16.8168  N5 1.009
79 H 15.2925 -16.3544 21.3439  C14 1.078
80 H 18.0349 -13.2877 14.1963  N2 1.004
81 H 20.9401 -18.0182 15.4125  C13 1.077
82 H 13.9012 -18.6207 22.1448  C11 1.078
83 H 23.8746 -13.4908 18.0089  C18 1.076
84 H 17.3804 -14.2475 22.3158  N8 1.005
85 H 19.8318 -19.4136 20.6156  C41 1.078
86 H 16.7175 -11.2254 13.8561  C21 1.076
87 H 18.9690 -19.4158 16.5258  N7 1.008
88 H 21.5407 -17.4655 13.0384  N1 1.004
89 H 17.7501 -16.6470 23.0572  C32 1.076
90 H 16.0360 -20.7261 13.7725  C29 1.076

Löwdin population analysis, charges in e, atoms 1 to 8: number 1, N, carries 0.009; number 2, N, carries 0.007; number 3, N, carries 0.019; number 4, N, carries -0.002; number 5, N, carries 0.038; number 6, N, carries 0.026; number 7, N, carries 0.031; number 8, N, carries 0.000